1.
97
Properties=species:S:1:pos:R:3 method="wB97M-V/def2-TZVPD" spin_multiplicity=1 homo_energy_ev="-11.5 / -11.5" e_tot_ha=-4882.2360 charge=+2 fmax_ev_per_a=0.39
H -2.5576 -1.6206 -5.6389
H -3.1383 0.0214 -0.1021
C -1.4295 -0.3293 3.6672
C -2.1663 -2.2514 2.2228
H -1.3515 2.6586 7.2358
H 3.7525 -0.1036 -3.2714
H -1.3152 -3.7621 -6.2185
H -4.7857 -0.8237 -4.8636
C 1.2352 3.3589 -2.9636
H 0.3405 -4.2332 -6.6011
C -2.0607 -2.8968 1.0167
Pb 0.9253 -0.2600 -1.7077
C -1.4091 -1.0930 2.4656
H 2.6803 -3.0402 -2.6241
H 2.9029 -1.8646 -0.0551
H -2.8362 -2.6324 2.9840
C -3.5514 -0.0236 8.9311
H 2.3707 3.7277 1.9637
H 0.3075 -1.4549 -8.0258
C 2.0144 3.2259 -4.1819
Cl 3.0652 6.9418 -5.0016
N -0.2904 -1.2804 -4.1521
N 1.0484 0.9660 0.5906
C 1.7734 2.0590 0.7435
H 0.3054 0.0415 -7.0903
O -3.6593 1.4442 10.8526
H -1.1012 -2.8481 -0.9204
C 2.5543 4.3110 -4.8084
C -0.6984 0.8183 3.8365
C 4.8964 -0.5564 -1.6305
C -2.4445 2.1185 8.9897
H -3.7331 1.4957 -0.8607
H 6.2653 -2.1236 -2.0489
N -1.6625 -0.3380 -2.6158
C 1.7552 2.8408 1.9017
C -0.1056 -0.9690 -7.1379
H -3.3092 -1.1512 7.1504
N 3.6889 0.0297 -2.2642
C -3.2412 1.1529 9.6081
C -2.6697 -1.1258 -4.6856
Cl 1.3535 7.3696 -2.4613
C -1.1980 -2.3722 0.0519
H 2.5019 -2.0322 -4.4013
C 5.1916 -1.9629 -2.1497
C -2.9262 0.7647 -0.8761
H 2.4085 2.3396 -0.0910
C -0.2842 -3.7292 -5.8594
C 2.3599 5.6119 -4.2536
C -3.9950 -0.0614 -3.0195
C 0.2382 0.5725 1.6070
C -2.2759 0.7384 7.0226
H -4.9444 0.3102 -2.6567
H 2.6790 -4.2625 -1.3677
H 4.9844 -1.9888 -3.2265
N -0.4801 -1.2805 0.2532
C -1.5220 -0.9312 -3.8576
H 1.6127 -2.8370 -0.0890
H -2.7628 -1.2114 5.0858
H -1.1844 -0.8826 -7.2759
Si 0.3468 -1.9894 -5.6502
N 2.2473 -2.3181 -0.6844
H -1.9897 1.2644 -0.6274
C 1.0303 4.7106 -2.4528
Cl 0.0635 4.8667 -1.0633
H -4.1601 -0.7858 9.3936
C -4.4485 0.4773 11.5376
C -1.9698 1.9127 7.7170
C 2.9827 -3.2407 -1.5923
C 0.1630 1.2992 2.8005
H 2.6188 -2.8947 -5.9364
H 0.8814 3.0253 3.8567
C 2.2029 -2.0079 -5.4532
H 4.7559 -0.5613 -0.5460
H -4.6473 0.8954 12.5183
N -0.8996 1.3648 5.0697
H 3.7081 1.0374 -2.1301
H 5.7662 0.0720 -1.8290
C 1.5841 5.7967 -3.0770
C -3.9049 -0.6881 -4.2497
H -2.6307 -3.7915 0.8068
C 0.9427 2.4597 2.9354
H -2.2140 3.0225 9.5378
C -0.5648 -0.6328 1.4324
H -5.3922 0.3050 11.0166
H -3.9066 -0.4638 11.6463
Cl 2.2226 1.6332 -4.7721
O 0.7650 2.3701 -2.3984
C -1.7546 0.5607 5.6688
Cl 3.4661 4.1358 -6.2380
N -2.1073 -0.4860 4.8534
H 4.9114 -4.0548 -1.9109
H 2.6713 -1.1359 -5.9206
H -0.2291 -4.3031 -4.9303
C -3.0655 -0.2176 7.6465
C -2.8325 0.0962 -2.2190
C 4.4968 -3.1455 -1.4710
H 4.7687 -3.1737 -0.4096

***

2.
93
Properties=species:S:1:pos:R:3 method="wB97M-V/def2-TZVPD" spin_multiplicity=1 homo_energy_ev=-10.2 e_tot_ha=-3960.4680 charge=+1 fmax_ev_per_a=0.59 e_above_lowest_ev=2.511
H 3.2256 -0.7889 -0.2183
H 4.1018 3.5896 1.1229
C 3.1144 3.3652 1.5059
H -3.1101 -1.9758 4.4190
H 6.8534 0.6183 1.4423
H -4.1244 -0.5657 2.7404
H -0.1366 3.7918 -1.0567
H -5.3699 3.1281 -3.0045
H -0.4142 2.9973 -2.6071
H -1.4708 5.2605 -2.4565
H 4.9859 0.8184 -0.2860
C -2.3138 -0.0230 1.7132
H -0.4041 2.5731 2.8923
C -1.1168 -3.3266 1.9661
C -1.1211 -1.3022 4.0077
C -2.0792 -2.4766 -4.2488
H 6.2778 -0.8500 3.4414
C -4.2711 -4.7103 3.0947
C -2.4760 -3.0998 2.6611
C -0.9049 3.3333 -1.6896
C -3.0022 -4.3517 3.2749
C 3.4135 -0.6166 -3.7113
H 3.9134 -1.4190 -4.2370
H -0.6823 -1.7174 4.9057
C 5.8558 0.2138 1.6051
H -2.3090 -4.9451 3.8573
H 2.8226 1.6797 0.2153
H 5.8572 -0.7090 -0.3489
S -2.5484 -2.5589 0.0963
C 2.1959 -0.8550 -3.0939
H -6.2330 -4.2377 2.2317
C -2.4892 -1.5230 -5.1720
H -2.4838 0.5607 -5.6987
H -4.6454 -5.6204 3.5446
H 4.9207 0.8422 -4.1637
C 2.1166 1.4383 -2.3600
C -0.4593 -0.3948 3.2982
H -2.5239 4.6945 -1.1752
C 2.3981 2.2967 0.9953
H 3.7592 2.6709 -2.9746
C 1.5423 0.1737 -2.4129
C 5.1991 -0.0952 0.2704
H 3.1284 4.9843 2.9118
C -1.4264 0.2014 -3.8785
C -5.2024 -3.9116 2.2866
C -1.9587 4.3740 -2.0530
P 0.1473 0.6623 0.8217
H -1.9585 2.4423 -0.0324
N 3.9396 -0.7937 0.5010
H -1.1715 1.2477 -3.7637
H -5.5147 -2.2647 1.0023
C 1.1241 2.0130 1.4853
C -2.4518 -1.8134 3.5659
H 1.7484 -1.8419 -3.1513
H -1.0853 -2.8346 -2.3878
C -1.3649 -2.0936 -3.1271
C 3.3281 1.6780 -2.9961
H -3.0610 -1.8226 -6.0399
H 6.6321 -1.7707 1.9792
C 3.9785 0.6520 -3.6669
C -4.8206 -2.8279 1.6142
C -1.0445 -0.7521 -2.9387
N 4.6035 -1.6492 2.5192
C -2.1664 -0.1863 -4.9831
Pd 0.7149 -1.4118 0.2417
C -3.4053 -2.3632 1.6740
C 2.5655 4.1515 2.5119
P -0.0005 -0.2754 -1.5667
O -2.5539 -1.3104 -0.6441
H 0.5259 -0.0641 3.6056
C -1.0406 0.1806 2.0616
C 0.5799 2.8007 2.4995
C 1.3011 3.8698 3.0087
N -1.0545 -2.8528 0.6840
C 5.9342 -1.0602 2.4305
H -2.3339 -3.5185 -4.3858
S 2.1974 -2.4039 1.7985
H -2.2925 1.6813 -1.5794
H 0.8773 4.4790 3.7955
H -2.7207 0.4036 0.8086
C -4.5757 3.3907 -2.3081
O -3.0727 -3.7073 -0.5859
N -0.5275 1.0760 -0.6652
H 4.3557 -2.2130 3.3167
C 3.6711 -1.5337 1.5749
H -4.3958 2.5387 -1.6545
H -4.9009 4.2490 -1.7225
C -1.5007 2.1306 -0.9761
S -3.1381 3.8139 -3.3143
C -3.1716 -1.0076 2.4459
H 1.6164 2.2379 -1.8311
H 5.2681 0.9613 2.1426
O -0.1901 -3.8191 2.5788

***

3.
92
Properties=species:S:1:pos:R:3 method="wB97M-V/def2-TZVPD" spin_multiplicity=3 homo_energy_ev="-7.3 / -7.6" e_tot_ha=-2535.5033 fmax_ev_per_a=2.10 e_above_lowest_ev=1.868
C 3.3160 1.3531 2.4004
C 0.9904 1.1372 -4.1783
H -1.9406 2.9039 4.2565
H 2.7151 3.9994 -4.6664
H -1.2886 1.7021 -3.6534
H -0.7174 2.8933 -1.2199
C 4.1488 0.6353 1.3219
C 3.5319 -1.0165 2.5094
H 3.1312 -4.2151 -1.6078
O 0.7538 -0.6773 2.6450
H -5.2087 0.0694 -3.3123
W 0.6102 -0.7592 0.6049
C -4.7170 -2.9329 2.4237
H -0.0457 -3.0915 1.7698
H 5.4707 -1.9751 2.3720
H -0.9263 4.4890 -0.4730
N -1.8178 2.9891 0.6259
N -1.9738 1.7374 2.5499
O 2.0839 -2.5820 0.6250
H -3.4616 2.9830 3.3459
C -2.3070 -1.1144 -2.0679
O 1.4752 1.2501 0.8724
C 0.7436 -2.2708 -3.9860
C 2.2976 -4.0802 -3.5837
C -1.9114 0.5483 3.3592
H 1.4293 2.3014 -5.9115
H 0.0582 -1.7649 -4.6519
C 5.4955 0.1643 1.8997
H -2.8489 0.4416 3.9059
C -4.4328 -3.1342 1.0847
C 1.7818 -2.5569 -1.8079
H 6.1636 -0.1445 1.0964
H -1.0832 0.6253 4.0728
C 1.5585 2.2065 -4.8440
C -3.6759 -2.6679 3.2977
O 3.4245 -0.5766 1.1529
H -0.6091 -3.2938 0.0993
C -3.6571 -1.0498 -2.3438
C 2.9245 0.1530 3.3023
C -2.3783 -2.5738 2.8322
H -2.9345 -3.2657 -0.4154
H 5.9891 0.9397 2.4801
C 2.4370 3.0373 -2.7739
H 3.3529 0.2568 4.3001
H 5.2881 -0.9441 3.8048
C -0.7621 3.4327 -0.2603
C 2.4756 -3.6807 -2.2783
H -2.0073 3.8108 2.7350
H -3.3143 2.6368 -0.8406
H 0.1886 3.3278 0.2631
H 1.9890 1.8634 -1.0335
C -1.9363 0.9214 -3.2822
C 1.8734 1.9645 -2.1036
C 1.1271 1.0182 -2.7967
H -3.8855 2.8305 0.8319
C -2.0753 -2.7092 1.4714
H -1.8831 -1.9115 -1.4715
C -4.1531 0.0038 -3.0975
C -0.6761 -2.6333 0.9833
H 1.2676 -3.7542 -5.4354
H -3.8764 -2.5621 4.3548
H -5.7300 -3.0143 2.7885
H 4.2303 1.1667 0.3731
C 2.2783 3.1616 -4.1434
O 0.8853 0.6009 4.4460
C 5.0503 -1.0417 2.7470
H -1.5751 -2.4228 3.5408
C 1.7018 -2.0932 -0.4620
C 1.4203 -3.4019 -4.4270
H 2.8317 -4.9395 -3.9573
N -1.0943 0.7356 0.6185
C -3.2910 0.9783 -3.5688
H 3.0257 -1.9728 2.6461
H -3.6725 1.7956 -4.1631
C -3.1358 -3.0365 0.6209
H -1.7588 -0.3213 2.7219
H -5.2276 -3.3987 0.4022
C -1.4294 -0.1405 -2.5384
C -2.3727 2.9310 3.2572
C 1.3934 0.0402 3.4870
H 2.9893 3.7824 -2.2207
P 0.2760 -0.3314 -1.8691
H 3.8609 2.1321 2.9311
H -1.1096 1.0107 -0.3660
H -4.3225 -1.8109 -1.9662
O 1.7861 3.1542 1.9384
C 0.9429 -1.8228 -2.6939
C -1.5895 1.7620 1.2804
H 0.4259 0.3985 -4.7255
C 2.0834 1.9910 1.7232
C -3.1554 3.1761 0.1041
H -3.3016 4.2398 -0.0769

***

4.
97
Properties=species:S:1:pos:R:3 method="wB97M-V/def2-TZVPD" spin_multiplicity=4 homo_energy_ev="-7.7 / -8.0" e_tot_ha=-3243.7494 fmax_ev_per_a=0.64 e_above_lowest_ev=0.000
C -4.0048 0.4114 4.8099
C -3.9341 -0.0756 -5.2841
H 5.5724 -0.2484 -3.5680
C -0.6681 1.9909 -1.7509
H -0.0608 3.6991 -0.6439
N 3.7664 2.3199 2.4150
O 0.4010 -0.6520 3.1919
H -4.2878 3.2344 -0.3918
H -1.0394 -3.6773 1.7503
H -2.7989 -3.6496 1.8783
H -4.7056 -2.0354 -2.6153
C 5.3517 0.8027 -3.7704
H 2.8555 0.7715 1.3674
C -2.1497 0.2972 -2.6441
H -4.2323 1.6504 3.1808
H -0.5626 2.3730 0.3695
C -2.7636 0.6476 -5.0870
C -2.1865 3.5540 -0.4171
C 4.9190 1.4922 -2.5020
H -4.6051 1.1477 5.3351
C 3.2366 1.8720 -0.8082
H 1.3967 1.5684 3.9294
C 5.3932 2.9568 -0.6340
H 4.7139 -4.5126 2.0254
C -3.3930 2.6133 -0.3084
H 1.0499 2.3895 2.3885
C -2.4635 -1.2681 2.6504
C -3.1621 -2.7700 -0.8418
N 1.7922 -1.6942 -2.1850
H -4.6126 1.6805 1.1534
C 2.1115 -2.5495 0.0015
C 3.6473 1.2609 -1.9777
H 6.0539 3.6221 -0.0954
H -2.1733 4.1898 0.4740
H 0.3807 1.7301 -1.9266
N -1.9807 -1.7825 1.5163
C -2.4467 -2.0337 3.8252
C -4.5033 -0.9410 -4.3753
C 4.1207 2.7110 -0.1375
N -2.8460 0.6011 1.2531
H 2.6933 -3.6339 3.1272
O 0.0879 -1.4120 -0.7361
H 1.0183 -2.3311 1.8371
C -3.0024 0.0834 2.4857
C -0.8079 2.9098 -0.5457
H 2.2351 1.7172 -0.4247
H -3.8952 -0.6762 6.6129
H -2.4038 1.1941 -5.9521
C -3.7583 0.7323 3.4824
H -5.4072 -1.4419 -4.7055
H -1.1364 -3.4278 -0.6540
H 6.7627 2.5510 -2.2278
C -2.0798 -3.5837 -0.1347
C -3.6107 -0.6735 5.5678
O 4.6197 4.5003 1.7037
O 4.2949 -1.5076 -2.4983
H 5.1281 -4.0665 -0.3900
H -3.3957 -3.2787 -1.7751
C 5.7778 2.3510 -1.8214
H -2.6736 -2.5313 5.8339
C 1.4108 1.4694 2.8443
C -3.0060 -0.8498 -2.3223
C 0.5073 0.3256 2.4682
C -2.9016 -1.7667 5.0998
H -4.0754 -2.7376 -0.2359
H -2.3243 -4.6440 -0.2109
C 2.8433 1.1816 2.3783
O 2.2556 3.9589 1.1501
O -0.0589 0.5034 1.3028
N -2.7001 -1.4126 -1.1495
N -1.4581 0.7594 -1.6124
H -1.9072 -2.9654 3.7230
H -4.4186 0.0213 -6.2469
H -1.0188 2.5508 -2.6169
C 1.2649 -1.8336 -1.0039
C -1.9469 -3.2285 1.3378
H 2.9801 0.5748 -2.4903
Tc -1.4684 -0.4178 0.1122
S 3.2396 -2.4570 -2.2843
C 3.9884 -3.9544 1.4462
C -4.0759 -1.3044 -3.1044
C 3.2711 -3.0038 -0.5965
H 4.5613 0.8287 -4.5211
C -1.9875 0.7963 -3.9588
C 2.8402 -3.4687 2.0664
H 3.8564 2.7396 3.3368
H -3.2514 2.5869 1.8035
O 3.1385 -3.5874 -3.1619
S 3.6220 3.5397 1.3260
C 4.2255 -3.7175 0.0953
H -1.0991 1.3911 -4.1060
H 3.2791 0.4232 3.0248
C -3.5453 1.8823 1.0189
C 1.8831 -2.7571 1.3474
H -3.4422 1.9141 -1.1385
H 6.2445 1.2651 -4.1886
H -2.3551 4.2209 -1.2683

***

5.
87
Properties=species:S:1:pos:R:3 method="wB97M-V/def2-TZVPD" spin_multiplicity=6 homo_energy_ev="-10.6 / -10.6" e_tot_ha=-3436.8837 charge=+1 fmax_ev_per_a=1.23
H -5.0097 -1.7072 -0.4631
H -0.6793 -3.7388 4.6124
Sm 0.4475 -0.8560 0.7129
H -3.0608 5.7613 1.0944
C -4.3149 -1.5690 0.3627
H -0.3128 -2.0206 4.6237
H -4.4490 -0.5929 0.8234
H -1.9526 -4.1490 0.7323
C 2.7534 1.0055 2.8220
C -2.8520 -0.5660 -2.7949
C -2.8673 -0.2914 -1.4375
H 0.3564 1.7735 -4.7910
H -3.7606 2.9589 -1.5103
C -0.4309 5.9372 -1.0325
C 3.3395 2.2087 3.1906
S 0.0712 -2.4047 -4.0771
P -0.0500 2.0118 0.1196
H 3.3654 4.3411 2.9148
C 2.1136 -2.1090 4.3420
H 0.0966 6.6439 -1.6602
C -2.2043 5.4429 0.5145
H 2.5147 0.5525 -4.7754
C -3.1928 0.9733 -0.9654
H 2.6111 0.7766 -0.5074
C -1.5417 6.3435 -0.3057
C 0.3444 -3.0491 2.8438
C -3.1579 0.4461 -3.6916
H -4.4342 -2.3598 1.1018
H 0.8924 4.3189 -1.5072
H 4.6648 -3.2186 1.6768
C 1.6975 0.9171 1.9012
C 0.8481 -3.9254 0.6323
H 0.3072 -4.1327 -1.4430
C 1.6861 -2.6281 2.9898
H -3.2541 3.7279 -3.9813
C -3.5024 1.9708 -1.8715
H 3.6168 0.0457 -2.6229
C 2.5818 -2.7701 1.9133
H 3.1303 0.1030 3.2928
C 2.0564 0.8607 -3.8453
H 3.6173 -4.4774 -0.3733
H 2.5487 -3.5121 -1.3962
C 2.1342 -3.3654 0.7138
H 4.3526 -2.1263 3.0054
C -1.4041 -4.4351 1.6305
C -0.0580 -3.7545 1.6955
C 0.4898 -4.7613 -0.5694
H 1.8579 -2.8342 5.1156
H -2.6001 -1.5570 -3.1525
H -0.3990 -5.3601 -0.4009
C 4.0398 -2.3867 2.0019
C 0.1963 -1.8838 -2.5872
H -0.6967 2.4380 -2.6733
C -0.6511 3.7161 -0.1367
H -3.1436 0.2352 -4.7535
C 0.8435 1.5357 -3.8535
C 2.6701 0.5713 -2.6394
H 1.5580 4.3010 1.2336
C -0.6221 -2.8439 3.9879
C 3.0824 -3.5265 -0.4478
C 0.0193 4.6286 -0.9487
H -3.5775 2.5228 -5.2388
H 3.8281 -2.7355 -0.4729
H 4.1365 2.2160 3.9248
C 1.8935 3.3785 1.6880
C -1.7606 4.1312 0.5962
H -1.2618 -5.5160 1.6048
H -4.8729 3.0679 -4.1719
H -1.6235 -2.6207 3.6254
H 4.2613 -1.5327 1.3585
C 2.9114 3.4012 2.6290
C -3.8109 2.8196 -4.2180
S -2.6328 -1.6517 -0.3015
C 1.3177 2.1634 1.3326
N 0.2804 -1.5480 -1.4518
C -3.4854 1.7223 -3.2460
H -2.0217 -4.2096 2.4933
C 2.0799 0.9541 -1.4411
H -2.2691 3.4216 1.2402
O -1.7819 -1.1488 0.8699
H 1.6091 -1.1727 4.5827
H 1.3076 -5.4384 -0.8140
H -3.2270 1.1669 0.0990
C 0.2458 1.9084 -2.6623
H -1.8906 7.3656 -0.3760
C 0.8615 1.6337 -1.4403
H 3.1798 -1.9329 4.4048